1.
Below is a structure of composition C40H48Cl6N8O4PY, with properties calculated with ωB97M-V with the def2-TZVPD basis set.

- LUMO: -0.98 eV
- HOMO: -5.754 eV
- Orbital gap: 4.8 eV
- Energy relative to the best compared isomer or geometry (same formula, charge and spin): 0.925 eV

Cartesian coordinates (Å):
Y: -0.0770 -0.5109 0.5795
Cl: -3.5805 -1.4470 6.1179
C: -3.2609 -1.4961 4.4130
C: -2.0355 -1.9651 3.9769
C: -1.7274 -2.0040 2.6202
N: -0.4479 -2.3418 2.1257
C: 0.1187 -3.4603 2.5540
O: -0.2711 -4.2386 3.4312
C: 1.4484 -3.8131 1.8927
C: 2.2261 -4.7709 2.5469
C: 3.4285 -5.1683 1.9996
C: 3.8140 -4.6127 0.7871
C: 2.9748 -3.6785 0.2096
N: 1.8246 -3.2565 0.7381
C: -2.6844 -1.5735 1.6838
C: -3.9213 -1.1171 2.1365
C: -4.2071 -1.0701 3.4883
Cl: -5.7489 -0.4592 3.9964
N: -2.2692 -1.5509 0.3345
C: -3.1174 -2.0169 -0.5848
O: -4.3136 -2.2913 -0.4630
C: -2.5296 -2.2736 -1.9585
C: -3.3773 -2.1621 -3.0603
C: -2.8908 -2.4634 -4.3152
C: -1.5775 -2.9071 -4.4297
C: -0.8214 -3.0008 -3.2756
N: -1.2647 -2.6710 -2.0617
H: -1.3156 -2.3248 4.6977
H: 1.8353 -5.1846 3.4655
H: 4.0460 -5.9075 2.4938
H: 4.7325 -4.9011 0.2935
H: 3.2557 -3.2528 -0.7517
H: -4.6724 -0.8125 1.4230
H: -4.4049 -1.8684 -2.8948
H: -3.5233 -2.3766 -5.1901
H: -1.1582 -3.1937 -5.3853
H: 0.1998 -3.3724 -3.3215
Cl: -1.6594 1.4134 3.2430
C: -1.3098 2.8700 2.3381
C: -1.8489 4.0553 2.7801
C: -1.6680 5.2325 2.0548
C: -0.9526 5.1622 0.8664
C: -0.4211 3.9618 0.4424
Cl: 0.3879 3.9660 -1.1326
C: -0.5175 2.7015 1.1373
N: -0.0357 1.5590 0.7299
H: -2.4293 4.0589 3.6942
H: -2.0864 6.1671 2.3994
H: -0.8153 6.0443 0.2529
C: 2.6302 -1.3893 -3.3773
C: 1.6000 -1.4426 -2.2292
N: 1.8136 -0.3391 -1.2869
C: 3.1812 -0.3889 -0.7558
C: 4.2097 -0.2194 -1.8939
N: 3.4566 -0.1500 -3.1888
C: 2.5641 1.0617 -3.1882
C: 1.6345 0.9569 -1.9645
H: 2.1570 -1.3133 -4.3550
H: 3.3165 -2.2355 -3.3775
H: 1.6694 -2.3814 -1.6829
H: 0.5826 -1.3645 -2.6101
H: 3.3234 -1.3299 -0.2322
H: 3.2905 0.4136 -0.0322
H: 4.9030 -1.0566 -1.9662
H: 4.7702 0.7107 -1.8078
H: 4.1211 -0.0751 -3.9545
H: 2.0210 1.0505 -4.1324
H: 3.2073 1.9400 -3.1489
H: 0.5957 1.0447 -2.2651
H: 1.8221 1.7356 -1.2336
Cl: 3.1496 3.0271 0.8194
C: 3.6961 4.3039 -0.2643
Cl: 4.6598 3.6603 -1.6181
H: 4.3289 4.9887 0.2860
H: 2.8136 4.7786 -0.6772
O: -1.1038 0.1410 -1.6662
C: -1.9690 1.0475 -1.6945
C: -2.0644 1.9552 -2.8968
C: -3.4271 1.9351 -3.6005
C: -4.4908 2.8096 -2.9413
C: -4.8837 2.3946 -1.5279
C: -3.7205 2.3931 -0.5440
N: -2.8280 1.2524 -0.7032
H: -1.2788 1.6374 -3.5816
H: -1.8217 2.9745 -2.5761
H: -3.7796 0.9040 -3.6769
H: -3.2791 2.2887 -4.6237
H: -5.3832 2.8142 -3.5720
H: -4.1237 3.8422 -2.9161
H: -5.3351 1.3977 -1.5324
H: -5.6432 3.0871 -1.1564
H: -4.0922 2.3369 0.4782
H: -3.1407 3.3195 -0.6107
H: -2.8005 0.5634 0.0344
C: 1.8039 1.3096 3.8174
P: 2.5054 -0.1721 3.1053
C: 4.2846 0.0995 3.0022
C: 2.2620 -1.4932 4.2929
O: 1.9541 -0.5034 1.7479
H: 2.2740 1.5405 4.7745
H: 0.7318 1.1595 3.9545
H: 1.9285 2.1405 3.1232
H: 4.6946 0.3639 3.9774
H: 4.4811 0.9139 2.3033
H: 4.7674 -0.8110 2.6448
H: 2.6494 -1.2079 5.2718
H: 2.7669 -2.3941 3.9442
H: 1.1932 -1.7035 4.3667

***

2.
Below is a structure of composition C34H26F4FeN8O6S, with properties calculated with ωB97M-V with the def2-TZVPD basis set.

- Spin multiplicity: 2
- LUMO (spin up / spin down): 1.62 / -0.29 eV
- HOMO (spin up / spin down): -5.321 / -5.883 eV
- Total charge: -1
- Orbital gap (spin up / spin down): 6.9 / 5.6 eV
- Energy relative to the best compared isomer or geometry (same formula, charge and spin): 0.000 eV
- ⟨S²⟩: 0.79

Cartesian coordinates (Å):
Fe: 0.5957 1.0956 -0.1221
C: 4.7463 1.5900 2.5521
C: 4.4902 0.3171 3.0392
C: 3.7334 -0.5717 2.2916
C: 3.2054 -0.2029 1.0612
C: 3.4656 1.0968 0.6103
C: 4.2377 1.9918 1.3253
C: 2.4446 -1.1639 0.2097
C: 2.8291 -2.5286 0.2588
C: 2.2220 -3.4419 -0.5434
C: 1.2858 -3.0009 -1.5029
C: 0.6773 -3.8741 -2.4362
C: -0.1688 -3.3850 -3.3889
C: -0.4121 -1.9953 -3.4649
C: 0.1466 -1.1337 -2.5638
C: 0.9781 -1.6253 -1.5293
N: 1.4833 -0.7508 -0.6043
H: 5.3371 2.2848 3.1350
H: 4.8686 0.0182 4.0076
H: 3.5125 -1.5520 2.6933
H: 4.4018 2.9846 0.9320
H: 3.6089 -2.8268 0.9436
H: 2.4714 -4.4946 -0.4827
H: 0.9020 -4.9333 -2.3786
H: -0.6379 -4.0537 -4.0992
H: -1.0457 -1.6066 -4.2522
H: -0.0118 -0.0661 -2.6342
O: 2.8688 1.3708 -0.5865
S: 2.5332 2.7324 -1.4738
O: 3.4570 2.7462 -2.5624
O: 1.1788 2.2745 -1.8434
O: 2.5970 3.8355 -0.5560
F: -1.0694 -2.4224 0.5810
C: -1.8560 -3.1870 -0.1858
C: -1.6032 -4.5224 -0.2112
F: -0.5712 -4.9707 0.5107
C: -2.3734 -5.4467 -0.9635
C: -3.4713 -4.8489 -1.6367
C: -3.7229 -3.5102 -1.6111
F: -4.7577 -3.0556 -2.3261
C: -2.9085 -2.5823 -0.9178
C: -3.0875 -1.1807 -0.9852
C: -2.0442 -0.3166 -0.6042
N: -1.1563 0.3815 -0.3870
C: -4.1815 -0.5305 -1.6185
N: -5.0269 0.0674 -2.1256
F: -4.2792 -5.6191 -2.3709
C: -2.0637 -6.8176 -1.0469
C: -2.8723 -7.7677 -1.7309
N: -3.4823 -8.5940 -2.2542
C: -0.8832 -7.3830 -0.4884
N: 0.0653 -7.8978 -0.0825
C: -1.2669 -0.0965 3.0377
C: -0.0598 0.7770 2.7450
O: 0.2040 1.7265 3.4822
O: 0.6634 0.4261 1.7337
H: -1.8614 0.3281 3.8431
H: -0.9235 -1.0935 3.3198
H: -1.8685 -0.2058 2.1373
C: -1.3405 5.6920 -0.9067
N: -1.2927 4.3401 -0.3801
C: -1.8067 3.3229 -1.2761
C: -0.4269 4.0053 0.6192
N: 0.1486 2.8576 0.7203
N: -0.1817 5.0311 1.5379
C: -1.3436 5.4938 2.2844
C: 1.0043 4.8901 2.3721
H: -0.9618 5.7042 -1.9335
H: -0.7244 6.3508 -0.3038
H: -2.3684 6.0660 -0.9172
H: -2.6798 3.7304 -1.7864
H: -2.1198 2.4574 -0.7034
H: -1.0646 3.0133 -2.0159
H: 0.6044 2.7803 1.6267
H: -2.2085 5.5758 1.6301
H: -1.1331 6.4776 2.7075
H: -1.5882 4.8071 3.1048
H: 1.8477 4.5962 1.7493
H: 0.8713 4.1559 3.1762
H: 1.2207 5.8632 2.8159

***

3.
Below is a cluster of 2 separate species, C12H14ClN2 in total, with properties calculated with ωB97M-V with the def2-TZVPD basis set.

- LUMO: 2.83 eV
- HOMO: -2.635 eV
- Total charge: -1
- Orbital gap: 5.5 eV
- Energy relative to the best compared isomer or geometry (same formula, charge and spin): 0.000 eV

Cartesian coordinates (Å):
C: 139.7180 -3.3160 124.4410
N: 138.6460 -2.7700 125.3070
C: 138.2130 -3.6680 126.3270
C: 137.4860 -3.1950 127.3830
C: 137.3040 -1.6210 127.5750
C: 138.0260 -0.8050 126.5980
C: 138.6360 -1.3880 125.4830
C: 136.4950 -1.0230 128.6020
C: 136.0140 -1.7820 129.8520
C: 135.3740 -1.2210 130.8730
N: 135.1420 0.0750 130.7570
C: 135.5980 0.9670 129.6950
C: 136.3250 0.4180 128.6350
C: 134.6190 0.9510 131.9850
H: 139.2600 -3.9060 123.6460
H: 140.2930 -4.1790 124.9050
H: 140.5380 -2.5970 124.1580
H: 138.2990 -4.7410 126.1050
H: 137.1690 -3.9810 128.1510
H: 137.9770 0.2310 126.5580
H: 139.0420 -0.7370 124.8240
H: 136.3240 -2.8640 129.9220
H: 135.0610 -1.6540 131.7500
H: 135.4810 1.8940 129.7960
H: 136.7680 1.0550 127.8800
H: 134.1230 0.3970 132.6190
H: 133.9790 1.7950 131.7100
H: 135.3600 1.3340 132.4450
Cl: 133.3970 3.1000 129.3090

***

4.
Below is the ion C2ClN4O2 with charge -1, with properties calculated with ωB97M-V with the def2-TZVPD basis set.

- LUMO: 3.38 eV
- SMILES string: O=C([O-])n1nnnc1Cl
- HOMO: -5.630 eV
- Total charge: -1
- Orbital gap: 9.0 eV
- Energy relative to the best compared isomer or geometry (same formula, charge and spin): 0.831 eV

Cartesian coordinates (Å):
C: 0.7603 -0.2718 -0.9160
C: -0.1343 0.3318 1.6853
N: 0.1035 -0.2774 -2.0606
N: -1.1633 -0.1505 -1.7959
N: -1.3802 -0.0619 -0.4888
N: -0.3010 -0.1322 0.1428
O: 0.9144 0.8226 1.8040
O: -1.2122 0.1081 2.2462
Cl: 2.4127 -0.3687 -0.6171

***

5.
Below is an isolated molecule of C9H6N2, with properties calculated with ωB97M-V with the def2-TZVPD basis set.

- LUMO: 0.00 eV
- SMILES string: N#CCc1ccccc1C#N
- HOMO: -10.036 eV
- Orbital gap: 10.0 eV
- Energy relative to the best compared isomer or geometry (same formula, charge and spin): 0.375 eV

Cartesian coordinates (Å):
C: -0.5940 1.5251 -2.4284
C: -0.0376 -1.1271 0.2097
C: 0.3262 -1.2426 1.5323
C: 0.7872 -0.0991 2.1972
C: -0.1663 -2.3143 -0.6493
C: 0.1487 1.3109 0.3063
C: 0.0190 0.0851 -0.4343
C: -0.5773 0.2452 -1.8173
C: 0.6307 1.1624 1.5936
H: -1.5977 0.0988 -1.6233
H: -0.2073 -0.5769 -2.5003
H: -0.2208 2.2148 -0.0404
H: 0.9203 1.9364 2.2393
H: 1.2017 -0.2221 3.2097
H: 0.5414 -2.2301 2.0150
N: -0.6943 2.6123 -2.7771
N: -0.4799 -3.3788 -1.0328